1.
Formula: C35H45N4O14PS
Source: the Open Molecules 2025 dataset
Level of theory: ωB97M-V/def2-TZVPD

XYZ file:
```
100
Properties=species:S:1:pos:R:3:lowdin_charge:R:1
C 0.76129 2.55927 2.15497 -0.091
C 1.88767 1.97145 3.00529 -0.248
C 3.30282 2.09702 2.41321 -0.211
C 3.90914 0.80012 1.85729 -0.216
C 3.47283 0.43008 0.43360 -0.193
C 2.06111 -0.19356 0.34586 -0.197
C 2.00839 -1.61427 -0.26342 -0.195
C 1.16417 -2.56001 0.58488 -0.203
C -0.32925 -2.20675 0.51263 -0.189
C -1.02012 -2.46284 1.82761 -0.191
O -2.46222 -2.33111 1.71169 -0.154
P -3.07570 -0.89044 1.74325 0.347
O -2.46317 0.16456 0.92987 -0.221
O -3.16741 -0.50666 3.28508 -0.070
O -4.58102 -1.22961 1.32293 -0.194
C -5.09917 -0.54307 0.19937 -0.288
S -6.76805 -1.12772 -0.08608 0.696
O -7.05340 -0.86732 -1.46911 -0.348
O -7.62434 -0.60659 0.93749 -0.330
H 0.98454 3.57163 1.82713 0.042
H 0.57647 1.94636 1.27231 0.057
H -0.17278 2.57968 2.72038 0.067
H 1.87969 2.48998 3.96771 0.098
H 1.64892 0.92885 3.22751 0.091
H 3.96349 2.44029 3.21364 0.103
H 3.37067 2.86094 1.63679 0.082
H 3.67312 -0.04342 2.51430 0.109
H 4.99761 0.90341 1.85618 0.102
H 4.18716 -0.30618 0.05668 0.096
H 3.54412 1.30799 -0.21211 0.106
H 1.66517 -0.26583 1.36187 0.087
H 1.39956 0.47423 -0.20452 0.103
H 1.57241 -1.55273 -1.26322 0.111
H 3.01847 -2.01211 -0.37013 0.102
H 1.31526 -3.59691 0.27802 0.112
H 1.50697 -2.49941 1.62485 0.111
H -0.81157 -2.79515 -0.26649 0.099
H -0.42955 -1.16209 0.21600 0.100
H -0.85576 -3.49627 2.13347 0.132
H -0.62899 -1.83523 2.63230 0.125
H -2.91665 0.42308 3.37126 0.094
H -5.23020 0.52293 0.39008 0.125
H -4.52798 -0.72014 -0.70963 0.111
H -6.65028 -2.46792 0.09111 0.089
O 3.13547 5.21660 1.74230 0.047
N 2.22017 5.95366 1.42084 -0.333
O 1.43606 5.71893 0.52670 0.086
C 2.06760 7.21609 2.16032 -0.142
C 2.98921 7.53085 3.14202 -0.010
C 2.85609 8.73518 3.81284 -0.059
C 1.81113 9.59375 3.50058 -0.065
C 0.89259 9.25313 2.51557 -0.064
C 1.01781 8.05503 1.83285 -0.002
H 3.79899 6.85558 3.37269 0.116
H 3.57415 9.00433 4.57455 0.113
H 1.71401 10.53536 4.02444 0.108
H 0.07964 9.92399 2.27452 0.108
H 0.31665 7.77717 1.06048 0.119
O -1.19957 -5.81654 -2.56752 0.084
N -1.26055 -4.61352 -2.71225 -0.343
O -0.39397 -3.83307 -2.36653 0.054
C -2.47911 -4.04750 -3.31458 -0.142
C -3.50317 -4.90287 -3.67277 -0.005
C -4.66302 -4.36146 -4.20384 -0.056
C -4.76738 -2.98853 -4.38459 -0.060
C -3.72063 -2.14685 -4.02539 -0.069
C -2.56319 -2.67546 -3.47999 -0.008
H -3.39582 -5.96467 -3.53236 0.097
H -5.47436 -5.01368 -4.48399 0.090
H -5.67502 -2.56878 -4.79798 0.110
H -3.80883 -1.07788 -4.16371 0.108
H -1.74263 -2.03753 -3.18742 0.118
O -5.63370 -7.38047 -4.21392 0.069
N -5.37304 -7.79574 -3.10021 -0.334
O -5.13728 -7.08680 -2.14389 0.082
C -5.33213 -9.25290 -2.90329 -0.143
C -5.56711 -10.07923 -3.98659 -0.001
C -5.51371 -11.45012 -3.79575 -0.063
C -5.23098 -11.96829 -2.53878 -0.068
C -5.00279 -11.11813 -1.46479 -0.062
C -5.05161 -9.74530 -1.64222 0.001
H -5.78566 -9.65958 -4.95683 0.119
H -5.69138 -12.11397 -4.63038 0.109
H -5.18685 -13.03977 -2.39586 0.108
H -4.78384 -11.52380 -0.48688 0.109
H -4.87367 -9.06996 -0.81908 0.121
O 7.79429 9.37817 1.36391 0.082
N 6.94486 8.52056 1.48294 -0.348
O 6.03656 8.55640 2.29029 0.067
C 7.02042 7.35114 0.58919 -0.142
C 8.06207 7.26357 -0.31565 -0.005
C 8.12863 6.15117 -1.13916 -0.066
C 7.16366 5.15532 -1.04940 -0.066
C 6.12299 5.26783 -0.13679 -0.053
C 6.04894 6.37485 0.69222 0.002
H 8.80362 8.04600 -0.37324 0.119
H 8.93697 6.06159 -1.85176 0.107
H 7.22335 4.28811 -1.69370 0.107
H 5.36692 4.49754 -0.06534 0.105
H 5.24462 6.47201 1.40528 0.090
```

The SMILES is CCCCCCCCCCO[P@](=O)(O)OC[SH](=O)=O.O=[N+]([O-])c1ccccc1.O=[N+]([O-])c1ccccc1.O=[N+]([O-])c1ccccc1.O=[N+]([O-])c1ccccc1. The calculation puts the HOMO energy at -9.9 eV. The max |F| is 0.0118 hartree/bohr. The molar mass comes out at 808.80 g/mol. As for the spin multiplicity: 1. Its HOMO-LUMO gap is 9.1 eV.

=====

2.
Formula: C35H46AsFeNO4S6SbSi
Source: the Open Molecules 2025 dataset
Level of theory: ωB97M-V/def2-TZVPD

XYZ file:
```
96
Properties=species:S:1:pos:R:3:lowdin_charge:R:1
Fe -0.52767 0.12491 0.42629 -0.512
S -4.41343 -2.46687 0.69295 -0.074
As -3.36239 -0.84137 -0.24413 -0.460
S -2.70459 0.81468 0.95372 0.085
S -1.47875 -1.30699 -1.17598 0.130
S -5.10959 -0.65435 -1.47794 -0.082
O 1.27512 -0.64374 -0.01096 -0.366
N 1.76462 -1.52509 0.84108 -0.188
C 3.01706 -1.97015 0.60571 -0.042
C 3.62393 -2.88590 1.42058 -0.096
C 2.91292 -3.35686 2.53288 -0.108
C 1.64527 -2.89372 2.76178 -0.101
C 1.02691 -1.95365 1.90587 -0.625
S -0.53253 -1.33814 2.12685 0.702
H 3.46995 -1.52419 -0.26705 0.134
H 4.62951 -3.21146 1.19786 0.091
H 3.35922 -4.07632 3.20803 0.095
H 1.06365 -3.23154 3.60822 0.101
C 3.56194 5.79403 3.31583 -0.041
C 3.84137 4.90879 2.10233 -0.657
C 5.07346 4.04440 2.36670 -0.033
C 4.06900 5.77697 0.86703 -0.039
O 2.74993 4.06701 1.78123 -0.152
Si 1.64107 3.27224 2.71870 -0.133
S 0.50365 2.04568 1.58824 0.454
O 2.47806 2.57611 3.99277 -0.162
C 2.83206 1.21960 4.24859 -0.652
C 3.89296 1.27288 5.34641 -0.039
C 1.60647 0.46349 4.75040 -0.043
C 3.40300 0.54552 3.00384 -0.034
O 0.84607 4.52646 3.46039 -0.162
C -0.11664 4.52282 4.50591 -0.654
C 0.62860 4.60022 5.83942 -0.034
C -1.01879 3.29300 4.47471 -0.047
C -0.95482 5.78140 4.29677 -0.039
H 4.40226 6.47611 3.47421 0.079
H 3.42673 5.18479 4.21081 0.078
H 2.65085 6.37152 3.16199 0.083
H 5.95121 4.66782 2.56037 0.079
H 5.27282 3.40988 1.50123 0.088
H 4.89338 3.40758 3.23240 0.060
H 4.92259 6.44579 1.00695 0.076
H 3.17755 6.37421 0.66950 0.085
H 4.25147 5.14104 -0.00029 0.084
H 3.48692 1.76544 6.23259 0.078
H 4.76291 1.83831 5.00531 0.070
H 4.21515 0.26478 5.61912 0.080
H 1.20966 0.95463 5.64306 0.080
H 1.87011 -0.56649 5.00692 0.082
H 0.83058 0.44204 3.98411 0.032
H 4.31807 1.04780 2.68146 0.082
H 2.67810 0.58627 2.18938 0.038
H 3.63501 -0.50125 3.21833 0.078
H 1.32559 3.76480 5.91321 0.070
H -0.07136 4.56038 6.67842 0.078
H 1.19705 5.53194 5.89880 0.079
H -0.44882 2.38132 4.65933 0.062
H -1.49654 3.18278 3.50195 0.070
H -1.78813 3.38407 5.24653 0.085
H -0.30477 6.65871 4.27422 0.077
H -1.68603 5.90161 5.10015 0.078
H -1.48354 5.71532 3.34494 0.085
C 2.39300 4.78137 -5.66113 -0.124
C 1.29886 5.10490 -4.87193 -0.106
C 0.84305 4.21647 -3.90309 -0.115
C 1.47279 2.99111 -3.70364 -0.371
C 2.57600 2.68376 -4.50042 -0.152
C 3.03315 3.56345 -5.47206 -0.114
Sb 0.86811 1.51248 -2.22708 1.538
C -1.08621 2.35483 -1.99594 -0.418
C -1.16360 3.46936 -1.16272 -0.198
C -2.37650 4.11664 -0.96358 -0.102
C -3.52133 3.64463 -1.58553 -0.105
C -3.45636 2.52103 -2.39854 -0.116
C -2.24476 1.87713 -2.60283 -0.160
C 0.50165 0.09661 -3.80285 -0.399
C 1.08234 -1.16328 -3.68207 -0.161
C 0.93024 -2.11696 -4.68092 -0.101
C 0.18556 -1.82039 -5.81286 -0.112
C -0.39945 -0.56770 -5.94435 -0.098
C -0.23644 0.38515 -4.94805 -0.131
H 2.74438 5.47160 -6.41931 0.087
H 0.78984 6.05195 -5.01131 0.092
H -0.02037 4.48328 -3.30503 0.084
H 3.08488 1.73278 -4.37164 0.090
H 3.88770 3.29673 -6.08380 0.090
H -0.28626 3.80533 -0.61906 0.069
H -2.42820 4.96328 -0.28922 0.097
H -4.47515 4.12664 -1.40580 0.094
H -4.35724 2.11066 -2.83690 0.079
H -2.21977 0.96339 -3.18211 0.076
H 1.62605 -1.41372 -2.77684 0.080
H 1.37817 -3.09697 -4.56506 0.094
H 0.04928 -2.56726 -6.58627 0.089
H -0.98960 -0.33391 -6.82298 0.093
H -0.68146 1.36613 -5.06896 0.098
```

The calculation puts the HOMO energy (alpha / beta) at -2.3 / -2.3 eV. The expectation value of S² is 0.7583. The max |F| is 0.0138 hartree/bohr. The molar mass comes out at 1017.77 g/mol. As for the spin multiplicity: 2. Its HOMO-LUMO gap (alpha / beta) is 6.4 / 6.3 eV. The total charge is -2.